Here is a cluster of 2 separate species, C4H13N2O in total in a non-equilibrium geometry from the OMol25 dataset. Energies are from the ωB97M-V functional and the def2-TZVPD basis.

Each line ends with the Löwdin charge.
CARTESIAN COORDINATES (ANGSTROEM)
C (-0.81645, 0.19552, 1.89763)  -0.090
C (-1.49365, -0.83164, 1.00977)  -0.241
C (-1.25548, -0.71021, -0.50473)  -0.131
C (-0.60604, -1.88240, -0.93693)  -0.142
N (-0.14905, -1.85245, -2.26869)  0.082
N (0.61536, 0.54969, 1.24119)  0.193
H (-0.73467, -0.06101, 2.95535)  0.111
H (-1.45589, 1.23493, 2.02397)  0.180
H (-1.29724, -1.92460, 1.20084)  0.121
H (-2.55614, -0.77163, 1.14245)  0.106
H (-1.81560, -0.01448, -1.15969)  0.118
H (-0.40441, -2.68320, -0.28339)  0.101
H (-0.46945, -1.02695, -2.76754)  0.103
H (0.02208, -2.66235, -2.73868)  0.052
H (1.46314, 0.28327, 1.62814)  0.119
H (0.59660, 0.08765, 0.33715)  0.105
H (0.68002, 1.62153, 1.06544)  0.207
H (3.36760, 3.26415, -1.98435)  -0.009
H (3.29349, 4.00711, -0.71236)  0.057
O (3.01579, 3.17707, -1.14559)  -0.045

**Net charge**: +1
**Relative energy (zero: lowest compared OMol25 entry of this formula, charge and spin)**: 75.2 kcal per mole
**Orbital gap**: 8.8 eV
**HOMO energy**: -11.9 eV
**Max |F|**: 6.05 eV/Å

---

Here is the ion C4H13N2O with charge +1 in a non-equilibrium geometry from the OMol25 dataset. Energies are from the ωB97M-V functional and the def2-TZVPD basis.

Each line ends with the Löwdin charge.
CARTESIAN COORDINATES (ANGSTROEM)
C (2.04960, -1.04981, -0.91818)  -0.017
C (0.56373, -0.89646, -0.65656)  -0.361
O (-0.05750, -0.08235, -1.68419)  -0.043
C (0.24870, -0.08567, 0.62002)  -0.214
N (0.39087, 1.35873, 0.23419)  0.202
C (-1.20707, -0.34432, 1.16272)  -0.165
N (-1.98810, 0.87442, 1.22414)  0.011
H (2.54826, -0.12506, -0.58773)  0.090
H (2.49226, -1.88648, -0.38946)  0.097
H (2.29796, -1.12384, -1.96064)  0.086
H (0.01146, -1.83845, -0.62025)  0.151
H (-0.02762, -0.55613, -2.52054)  0.116
H (0.98472, -0.32553, 1.34209)  0.139
H (0.74341, 1.88941, 1.01671)  0.171
H (0.91800, 1.47364, -0.64163)  0.165
H (-0.56645, 1.68087, 0.02409)  0.141
H (-1.08070, -0.79305, 2.14215)  0.125
H (-1.64638, -0.97604, 0.39987)  0.121
H (-2.04354, 1.31241, 2.13377)  0.096
H (-2.91366, 0.79094, 0.85591)  0.090

**SMILES**: C[C@H](O)[C@@H]([NH3+])CN
**Net charge**: +1
**Relative energy (zero: lowest compared OMol25 entry of this formula, charge and spin)**: 31.8 kcal per mole
**Orbital gap**: 11.0 eV
**HOMO energy**: -14.1 eV
**Max |F|**: 1.33 eV/Å

---

Here is a cluster of 2 separate species, C4H13N2O in total in a non-equilibrium geometry from the OMol25 dataset. Energies are from the ωB97M-V functional and the def2-TZVPD basis.

Each line ends with the Löwdin charge.
CARTESIAN COORDINATES (ANGSTROEM)
C (0.07399, 0.22099, 1.93008)  -0.073
C (-0.10419, -1.11799, 1.25966)  -0.184
C (-1.25391, -1.15819, 0.20620)  -0.187
C (-1.44085, -0.56255, -2.19960)  0.052
N (-1.04578, -0.23657, -0.96795)  -0.066
N (0.31561, 1.30303, 0.77856)  0.147
H (-0.84857, 0.63264, 2.47029)  0.153
H (1.08989, 0.28135, 2.44159)  0.149
H (-0.28146, -1.94107, 1.87857)  0.108
H (0.79649, -1.26727, 0.78369)  0.087
H (-2.14402, -1.04616, 0.79813)  0.113
H (-1.30111, -2.22177, -0.13488)  0.123
H (-1.40648, -1.65138, -2.41137)  0.088
H (-1.75420, 0.11934, -2.94579)  0.064
H (0.14516, 2.24754, 1.13350)  0.157
H (-0.25940, 1.30581, -0.08931)  0.117
H (1.21704, 1.37618, 0.37743)  0.067
H (3.28346, 1.36181, -0.61485)  0.009
H (2.56568, 1.19622, -1.87431)  0.060
O (2.54481, 0.98099, -0.95813)  0.020

**Net charge**: +1
**Relative energy (zero: lowest compared OMol25 entry of this formula, charge and spin)**: 71.3 kcal per mole
**Orbital gap**: 10.3 eV
**HOMO energy**: -13.3 eV
**Max |F|**: 5.74 eV/Å

---

Here is a cluster of 2 separate species, C4H13N2O in total from the OMol25 dataset. Energies are from the ωB97M-V functional and the def2-TZVPD basis.

Each line ends with the Löwdin charge.
CARTESIAN COORDINATES (ANGSTROEM)
C (-1.06067, 0.46496, -1.26584)  0.001
C (0.18016, -1.51190, -0.25400)  -0.203
C (0.35144, 1.45843, 1.76340)  -0.128
C (0.20477, -0.16415, -0.88110)  -0.287
N (1.33707, 0.41697, -1.10794)  0.253
N (-1.15509, -2.05384, -0.19927)  0.024
O (1.56126, 0.76783, 1.49969)  -0.145
H (-1.40142, 0.03662, -2.21186)  0.123
H (-0.97416, 1.54141, -1.38834)  0.103
H (-1.83223, 0.20473, -0.53942)  0.102
H (0.55611, -1.37535, 0.76995)  0.140
H (0.92632, -2.15452, -0.75987)  0.149
H (0.26538, 2.36049, 1.15101)  0.087
H (-0.47379, 0.78069, 1.53935)  0.076
H (1.38892, 1.35269, -1.48962)  0.160
H (2.20182, -0.00286, -0.79074)  0.154
H (-1.22869, -2.80583, 0.47404)  0.097
H (-1.46082, -2.40069, -1.10211)  0.096
H (0.28371, 1.74326, 2.81447)  0.097
H (2.26473, 1.16461, 2.02553)  0.101

**Net charge**: +1
**Relative energy (zero: lowest compared OMol25 entry of this formula, charge and spin)**: 41.6 kcal per mole
**Orbital gap**: 9.8 eV
**HOMO energy**: -13.9 eV
**Max |F|**: 0.68 eV/Å

---

Here is a cluster of 2 separate species, C4H13N2O in total in a non-equilibrium geometry from the OMol25 dataset. Energies are from the ωB97M-V functional and the def2-TZVPD basis.

Each line ends with the Löwdin charge.
CARTESIAN COORDINATES (ANGSTROEM)
C (-0.55600, -0.67637, 2.72325)  -0.243
C (-0.80892, -0.97748, 1.24391)  -0.183
C (0.04618, -0.06084, 0.44001)  -0.088
C (-0.40039, 0.48095, -0.70891)  -0.070
N (0.52051, 1.20055, -1.64075)  0.148
N (0.65241, 0.14726, 2.98688)  -0.015
H (-0.37158, -1.75151, 3.06604)  0.134
H (-1.27741, -0.10603, 3.14518)  0.077
H (-1.93520, -0.93710, 1.03648)  0.148
H (-0.58195, -2.01188, 0.84035)  0.139
H (1.09251, 0.20971, 0.66664)  0.123
H (-1.40469, 0.67514, -1.01309)  0.120
H (1.30834, 1.85088, -1.35116)  0.203
H (1.18266, 0.56220, -2.04103)  0.121
H (-0.05402, 1.61218, -2.37380)  0.146
H (0.64542, 0.76496, 3.87768)  0.137
H (1.44919, -0.31914, 2.79721)  0.012
H (-0.10632, -1.08914, -4.23575)  0.090
H (0.74583, -0.03452, -4.75868)  0.115
O (0.17644, -0.18225, -3.90856)  -0.113

**Net charge**: +1
**Relative energy (zero: lowest compared OMol25 entry of this formula, charge and spin)**: 88.5 kcal per mole
**Orbital gap**: 8.9 eV
**HOMO energy**: -12.2 eV
**Max |F|**: 5.19 eV/Å

---

Here is a cluster of 2 separate species, C4H13N2O in total from the OMol25 dataset. Energies are from the ωB97M-V functional and the def2-TZVPD basis.

Each line ends with the Löwdin charge.
CARTESIAN COORDINATES (ANGSTROEM)
C (0.25968, 0.97585, 1.42312)  -0.158
C (-0.52322, 1.15682, 0.13783)  -0.256
C (-1.73651, 2.05506, 0.34079)  -0.086
N (1.53233, 0.20815, 1.17255)  0.179
H (0.49361, 1.94404, 1.86086)  0.136
H (-0.29891, 0.37828, 2.14278)  0.140
H (-0.83522, 0.18785, -0.25327)  0.100
H (0.14522, 1.62566, -0.59335)  0.122
H (-2.43093, 1.69385, 1.09724)  0.086
H (-1.41210, 3.06151, 0.60871)  0.086
H (-2.27372, 2.13020, -0.60385)  0.085
H (1.30134, -0.71391, 0.72202)  0.106
H (2.15141, 0.67806, 0.51754)  0.166
H (2.05873, -0.00048, 2.02471)  0.174
C (0.62163, -2.11333, -1.46156)  -0.348
N (0.12321, -3.31120, -1.97424)  0.090
O (1.28068, -2.04992, -0.45373)  0.036
H (0.35138, -1.21932, -2.05289)  0.132
H (-0.84777, -3.40244, -1.66614)  0.112
H (0.03914, -3.28471, -2.98911)  0.098

**Net charge**: +1
**Relative energy (zero: lowest compared OMol25 entry of this formula, charge and spin)**: 32.1 kcal per mole
**Orbital gap**: 11.1 eV
**HOMO energy**: -14.2 eV
**Max |F|**: 0.76 eV/Å